# C7H10N3O3

A cluster of 2 separate species, C7H10N3O3 in total in a non-equilibrium geometry (the ωB97M-V functional and the def2-TZVPD basis, OMol25).

XYZ file:
```
23
C7H10N3O3, DFT the ωB97M-V functional and the def2-TZVPD basis
O 0.8694 1.4577 -0.9952
O 1.1716 -1.0112 -0.1976
O 2.7630 2.0509 -0.0247
N -2.7594 -0.0149 1.4703
N -3.3981 -0.0149 0.3004
N -1.5037 0.9219 0.0891
C -2.8604 0.7725 -2.0248
C -1.6277 0.5515 1.3575
C 3.0209 -0.6553 1.3102
C 1.0529 -2.2542 0.0227
C -2.6321 0.5731 -0.5798
C 2.0038 -0.1908 0.2810
C 1.8659 1.3035 -0.3379
H -2.2934 -0.1400 -2.3058
H 3.3909 -1.5627 0.8408
H -3.8626 0.9071 -2.2538
H -2.3587 1.6073 -2.3878
H 1.7170 -2.8348 0.6859
H -0.6558 1.1963 -0.4069
H 2.6798 -0.6881 2.3582
H 3.7944 0.2333 1.3149
H -0.9130 0.6061 2.1445
H 0.5351 -2.8146 -0.6612
```

The HOMO energy (spin up / spin down) comes out at -3.668 / -3.502 eV. For the total energy, the calculation gives -18031.83778 eV. Its total charge is -1. Its max |F| is 4.4 eV Å⁻¹.

natural (NBO) population analysis, charges in e, atoms 1 to 2: number 1, O, carries -0.775; number 2, O, carries -0.304